(1)
This record from the Open Molecules 2025 dataset describes a 2-piece molecular cluster, C4H8O2 overall. The level of theory is ωB97M-V/def2-TZVPD.

Structure (ORCA input):
```
! RIJCOSX wB97M-V def2-TZVPD def2/J DEFGRID3
* xyz 0 1
C 1.182 -0.400 0.065
C 0.572 0.206 1.269
C -0.714 0.696 0.681
O -0.893 1.516 -0.456
C -0.281 -0.695 0.481
O -0.763 -0.992 -1.996
H 1.911 -1.202 0.186
H 0.126 -0.913 -1.627
H 1.509 0.301 -0.719
H 0.887 0.137 2.293
H -1.485 0.890 1.427
H -0.172 2.146 -0.549
H -0.847 -1.599 0.702
H -1.126 -0.128 -1.752
*
```

Gap between HOMO and LUMO in eV: 10.5
HOMO energy in eV: -9.74
SMILES: O[C@H]1[C@H]2C[C@@H]12.O
Relative energy (zero: lowest compared OMol25 entry of this formula, charge and spin) in kcal per mole: 80.9
LUMO in eV: 0.755
Total energy in Eh: -307.58357

(2)
This record from the Open Molecules 2025 dataset describes C25H29BiBrN8O11S as an isolated structure. The level of theory is ωB97M-V/def2-TZVPD.

Structure (ORCA input):
```
! RIJCOSX wB97M-V def2-TZVPD def2/J DEFGRID3
* xyz 1 1
Bi 11.907 10.395 13.188
C 10.483 6.019 12.796
C 11.144 7.313 12.559
N 10.576 8.489 12.925
N 9.266 8.339 13.164
C 8.568 9.431 12.822
N 7.309 9.423 13.246
S 9.268 10.710 11.969
C 12.533 7.393 12.112
C 13.369 6.253 11.803
C 14.506 6.514 11.040
C 14.704 7.862 10.570
C 13.795 8.856 10.823
N 12.817 8.648 11.717
H 9.425 6.238 12.726
H 10.755 5.632 13.782
H 10.809 5.224 12.107
H 7.004 8.551 13.668
H 6.670 10.196 12.961
H 13.262 5.263 12.308
H 15.239 5.760 10.733
H 15.561 8.127 10.024
H 13.842 9.865 10.388
C 10.031 9.529 16.240
O 10.388 10.572 15.385
C 10.560 11.804 16.091
C 10.523 12.942 15.101
O 11.677 12.913 14.277
C 12.439 14.088 13.990
C 11.898 14.901 12.800
O 11.503 13.980 11.821
C 11.353 14.579 10.453
H 10.839 9.042 16.900
H 9.703 8.755 15.559
H 9.102 9.899 16.794
H 11.529 11.902 16.631
H 9.849 11.932 16.930
H 10.473 13.912 15.689
H 9.609 12.914 14.497
H 13.496 13.824 13.865
H 12.467 14.685 14.961
H 12.692 15.596 12.438
H 10.990 15.474 13.046
H 12.132 15.397 10.368
H 10.377 14.964 10.312
H 11.509 13.668 9.859
O 10.475 12.956 5.497
C 11.004 12.280 6.570
C 10.263 11.478 7.457
C 10.919 10.778 8.475
N 12.277 10.939 8.659
C 12.845 11.836 7.928
Br 14.733 11.970 8.208
C 12.335 12.419 6.770
H 9.594 12.678 5.275
H 9.187 11.335 7.449
H 10.328 10.079 9.130
H 12.893 13.157 6.205
O 18.578 7.459 13.387
N 18.600 8.677 13.058
O 19.515 9.216 12.426
C 17.439 9.452 13.280
C 17.486 10.853 13.229
C 16.355 11.518 13.680
C 15.105 10.872 13.768
O 13.992 11.461 13.496
C 15.269 9.467 14.115
C 16.414 8.710 13.790
N 14.248 8.766 14.776
O 13.156 9.393 14.990
O 14.433 7.592 15.079
N 16.539 12.896 14.108
O 17.705 13.332 13.955
O 15.623 13.535 14.642
H 18.369 11.404 12.896
H 16.579 7.743 14.232
*
```

Gap between HOMO and LUMO (spin up / spin down) in eV: 6.3 / 6.3
HOMO energy (spin up / spin down) in eV: -10.91 / -10.91
Relative energy (zero: lowest compared OMol25 entry of this formula, charge and spin) in kcal per mole: 48.4
LUMO (spin up / spin down) in eV: -4.650 / -4.649
Total energy in Eh: -5421.91601

(3)
This record from the Open Molecules 2025 dataset describes C18H32Cl2KN2O6 as an isolated structure. The level of theory is ωB97M-V/def2-TZVPD.

Structure (ORCA input):
```
! RIJCOSX wB97M-V def2-TZVPD def2/J DEFGRID3
* xyz 1 1
K 0.297 0.346 0.016
C -2.302 2.327 -1.285
C -1.081 2.873 -2.000
O -0.031 1.923 -2.174
C -0.052 1.133 -3.358
C -0.804 -0.182 -3.215
O -0.276 -0.996 -2.179
C 0.573 -2.080 -2.537
C 1.963 -1.910 -1.947
O 1.976 -1.674 -0.546
C 1.827 -2.806 0.305
C 0.425 -2.951 0.861
O 0.117 -1.750 1.544
C -1.091 -1.759 2.288
C -2.334 -1.930 1.428
O -2.354 -0.998 0.355
C -3.418 -0.058 0.332
C -2.950 1.314 0.782
O -1.897 1.824 -0.024
H -2.788 1.549 -1.882
H -3.020 3.146 -1.158
H -0.657 3.673 -1.394
H -1.395 3.293 -2.961
H 0.994 0.919 -3.592
H -0.484 1.697 -4.192
H -0.790 -0.698 -4.180
H -1.849 0.005 -2.963
H 0.672 -2.168 -3.623
H 0.113 -3.001 -2.167
H 2.441 -1.037 -2.394
H 2.559 -2.794 -2.201
H 2.511 -2.654 1.143
H 2.114 -3.728 -0.210
H 0.421 -3.806 1.550
H -0.298 -3.143 0.062
H -1.115 -0.793 2.796
H -1.078 -2.549 3.049
H -3.210 -1.817 2.073
H -2.368 -2.935 1.000
H -4.247 -0.379 0.970
H -3.793 -0.018 -0.693
H -2.540 1.242 1.791
H -3.798 2.009 0.804
Cl 3.236 1.426 -1.032
C 2.813 3.147 -1.154
Cl 1.924 3.708 0.274
H 2.182 3.283 -2.023
H 3.729 3.718 -1.233
N 4.207 3.092 4.832
C 3.250 2.440 4.105
C 3.566 1.331 3.313
C 2.571 0.734 2.569
N 1.299 1.143 2.549
C 1.008 2.204 3.309
C 1.922 2.876 4.089
H 5.087 2.633 4.984
H 3.913 3.730 5.550
H 4.580 0.951 3.288
H 2.805 -0.123 1.944
H -0.025 2.536 3.284
H 1.619 3.732 4.679
*
```

Gap between HOMO and LUMO in eV: 9.1
HOMO energy in eV: -10.90
Relative energy (zero: lowest compared OMol25 entry of this formula, charge and spin) in kcal per mole: 0.0
LUMO in eV: -1.811
Total energy in Eh: -2786.15977

Q: total energy of number 3 (C18H32Cl2KN2O6)?
A: -2786.15977 Eh